Record 1
Computed, not measured: C4H7NO2 in the gas phase at a distorted geometry, with wB97M-V/def2-TZVPD.

```
14
Properties=species:S:1:pos:R:3:forces:R:3
N -0.2863 0.5926 -1.7986 -2.119 -0.341 -2.153
C 0.4490 0.3068 -0.6326 0.928 -1.158 -0.344
C 0.7025 -1.2666 -0.7216 -2.333 -0.605 3.217
O -0.1664 -2.0310 -1.1016 1.081 1.168 -0.862
C -0.2984 0.8114 0.5267 -2.456 -3.506 3.601
C 0.0338 0.0654 1.8495 -0.096 0.247 2.668
O 0.3183 -1.0985 2.1473 -0.457 2.633 -1.832
H -0.2992 -0.3237 -2.2844 0.026 1.079 -0.513
H -1.3181 0.6143 -1.5665 1.623 0.443 -0.149
H 1.4450 0.7477 -0.4530 0.017 0.213 -1.168
H 1.4481 -1.7062 -0.0628 1.079 0.128 -0.361
H -0.4927 1.8120 0.7980 1.599 1.852 -0.333
H -1.4364 0.6551 0.5595 0.972 -1.016 -0.749
H -0.0994 0.8208 2.7404 0.136 -1.137 -1.023
```
Forces are in eV/Å.

Frontier orbital gap: 0.3669 Ha
Multiplicity: 1
E_HOMO: -9.6 eV
Energy: -361.754410 hartree
Energy relative to the best compared isomer or geometry (same formula, charge and spin): 332.0 kJ/mol
SMILES: N[C@H](C=O)CC=O


Record 2
Computed, not measured: a molecular structure, C5H8O2 at a distorted geometry, with wB97M-V/def2-TZVPD.

```
15
Properties=species:S:1:pos:R:3:forces:R:3
O 2.2686 0.6846 -0.8020 0.557 0.155 -1.117
C 0.7576 0.4468 0.8864 -0.667 0.253 0.794
C -0.2061 1.1958 0.3314 -0.304 -0.057 1.190
C -1.0852 -0.0385 0.1289 -0.038 -0.222 -0.088
O -2.3583 -0.0920 0.6531 -0.324 -0.073 -0.214
C -0.4966 -1.0498 -0.7934 0.041 -0.001 -0.175
C 0.0747 -0.8751 0.6134 -0.076 -0.197 0.372
H 2.2154 -0.2301 -1.1018 0.058 0.092 -0.114
H 1.6109 0.6492 1.5175 0.128 0.051 -0.323
H -0.4273 2.2469 0.4032 -0.011 0.133 -0.391
H 1.3693 1.0494 -0.9431 0.876 -0.276 -0.084
H -2.9188 0.4322 0.0669 -0.093 -0.107 0.144
H -1.0877 -1.9638 -0.8639 0.112 0.195 -0.048
H 0.0489 -0.7878 -1.7003 -0.011 0.046 0.137
H 0.0756 -1.6870 1.3272 -0.249 0.009 -0.084
```
Forces are in eV/Å.

Frontier orbital gap: 0.3301 Ha
Multiplicity: 1
E_HOMO: -8.2 eV
Energy: -345.643678 hartree
Energy relative to the best compared isomer or geometry (same formula, charge and spin): 423.4 kJ/mol


Record 3
Computed, not measured: a molecular structure, C32H31BBrN8O5Ti at a distorted geometry, with wB97M-V/def2-TZVPD.

```
79
Properties=species:S:1:pos:R:3:forces:R:3
Ti -10.6572 -14.9660 -4.0070 -0.467 -0.200 -1.621
C -10.2576 -14.7628 0.1711 -0.155 0.054 0.559
C -9.9651 -14.3739 -1.1288 -0.424 -1.687 -0.226
N -10.4643 -15.2812 -1.9812 -1.563 -0.795 1.676
N -11.2177 -16.2575 -1.2269 1.333 2.932 -0.070
C -11.1230 -15.8793 0.0658 1.532 0.571 -0.583
B -12.0332 -17.3676 -1.9697 3.393 0.436 -1.180
N -12.9984 -16.7204 -2.9380 -3.267 1.290 -2.233
C -14.3811 -16.8164 -2.9826 1.455 0.261 -0.219
C -14.8622 -16.0690 -4.0659 0.400 -0.108 0.236
C -13.7475 -15.4207 -4.6364 1.210 -1.848 0.951
N -12.6159 -15.9027 -4.0191 -1.046 0.763 1.215
N -10.8516 -17.9980 -2.9923 0.102 -1.193 -2.066
C -11.0386 -19.2153 -3.6064 0.975 2.133 -1.411
C -10.4396 -19.2292 -4.9117 -0.480 -1.139 1.613
C -9.7995 -18.0145 -4.9719 -0.036 2.465 1.516
N -10.0429 -17.2303 -3.8484 -1.143 -1.374 -0.809
H -9.7478 -14.2992 1.0258 -0.959 -0.375 -0.151
H -9.4235 -13.5129 -1.5114 -0.033 -0.304 0.095
H -11.5848 -16.4209 0.8666 -0.141 -0.304 0.027
H -12.3535 -18.2153 -1.2017 -0.621 0.046 -0.137
H -14.8897 -17.3760 -2.1923 0.134 0.110 -0.614
H -15.8493 -16.1022 -4.5066 -0.035 0.297 0.489
H -13.6894 -14.6988 -5.4811 0.154 -0.942 0.843
H -11.6108 -19.9448 -3.1226 -0.733 -0.959 0.538
H -10.4227 -20.0642 -5.6501 -0.006 0.933 0.927
H -9.1842 -17.5402 -5.7455 -0.340 -0.451 0.320
C -7.1774 -13.3185 -5.5953 1.807 0.287 -0.611
C -8.4696 -13.9891 -5.7278 -0.987 -0.368 1.526
O -8.8199 -14.7637 -4.7558 0.971 1.212 -1.297
C -9.2399 -13.7225 -6.8851 -1.021 -0.300 -0.373
C -8.7768 -12.7478 -7.8194 -0.979 0.134 -0.044
C -9.4872 -12.4335 -8.9627 0.172 -0.844 1.499
C -10.6039 -13.2411 -9.2549 1.021 -0.666 1.787
C -11.0534 -14.2200 -8.3709 -1.728 -0.487 0.060
C -10.5405 -14.3842 -7.0573 2.006 1.012 1.359
O -11.0894 -14.9739 -6.0195 -0.069 0.288 -2.196
H -6.5375 -13.8854 -4.9219 -0.036 0.268 0.187
H -7.1968 -12.2437 -5.3630 -0.552 -0.439 0.566
H -6.7029 -13.2823 -6.5783 0.255 -0.417 0.121
H -7.9422 -12.1117 -7.5653 0.109 -0.167 -0.015
H -9.1915 -11.5576 -9.4986 -0.023 0.101 -0.684
H -11.0549 -13.1048 -10.1819 -1.097 0.075 -1.387
H -11.9674 -14.8190 -8.5734 0.665 0.566 -0.191
C -7.1501 -10.8142 -2.4379 1.413 -1.672 -1.120
O -8.2195 -11.0267 -3.3920 0.219 0.395 0.897
C -8.8794 -9.8601 -3.7018 -0.733 -0.166 -0.738
C -8.4594 -8.6164 -3.2290 -0.248 -0.770 0.110
C -9.0408 -7.5109 -3.8049 -0.274 0.966 -0.904
Br -8.1415 -5.8644 -3.6991 0.365 0.608 0.519
C -10.1152 -7.5123 -4.6676 -0.230 -0.333 0.806
C -10.7023 -8.7655 -4.9392 0.685 -1.103 -0.431
C -9.9906 -9.9592 -4.6374 1.423 0.995 0.616
O -10.1750 -11.1211 -5.3370 -0.870 -0.299 1.424
C -11.9761 -8.8029 -5.6649 -0.634 0.557 -1.454
N -12.7701 -7.7482 -5.6633 -0.395 -0.584 -0.387
C -13.8195 -8.0723 -6.5248 0.217 -1.733 -0.346
C -15.0086 -7.4517 -6.8542 0.033 2.320 0.415
C -15.9320 -8.0589 -7.6736 -1.550 1.316 -0.357
C -15.7454 -9.3464 -8.1231 0.013 -1.535 -1.240
C -14.5564 -10.0438 -7.8758 0.170 -0.848 -0.698
C -13.6282 -9.3689 -7.1028 1.543 0.076 1.767
N -12.4099 -9.8031 -6.5277 -0.347 0.419 0.117
H -6.3823 -10.1787 -2.9337 -0.545 0.014 0.665
H -6.5804 -11.7945 -2.2477 -1.370 1.134 -0.397
H -7.5119 -10.4328 -1.4887 -0.023 0.213 -0.004
H -7.6990 -8.4839 -2.4587 -0.158 -0.098 -0.569
H -10.4731 -6.5446 -5.0569 -0.126 -0.975 0.151
H -10.4114 -11.8852 -4.6827 0.381 0.454 -0.692
H -15.1764 -6.4064 -6.5289 0.039 -0.758 -0.074
H -16.8485 -7.4636 -8.0229 1.422 -1.076 0.761
H -16.5234 -9.8086 -8.7573 0.554 0.254 0.400
H -14.2896 -11.0649 -8.3186 -0.726 1.559 0.765
H -11.9307 -10.6908 -6.6537 -0.131 0.376 0.093
C -12.3076 -12.4295 -3.5502 -1.618 -0.507 0.513
O -11.0550 -13.0580 -3.7357 -0.229 0.061 0.035
H -12.9788 -12.6256 -4.4206 0.495 0.384 0.268
H -12.2893 -11.3323 -3.3577 0.537 -0.581 -0.356
H -12.9221 -12.8306 -2.6862 0.947 0.066 -0.548
```
Forces are in eV/Å.

Frontier orbital gap (spin up / spin down): 0.2659 / 0.2723 Ha
⟨S²⟩: 0.75
Multiplicity: 2
E_HOMO (spin up / spin down): -7.7 / -7.9 eV
Energy: -5500.734800 hartree
Energy relative to the best compared isomer or geometry (same formula, charge and spin): 148.7 kJ/mol


Record 4
Computed, not measured: a molecular structure, C3H3NiO2 at a distorted geometry, with wB97M-V/def2-TZVPD.

```
9
Properties=species:S:1:pos:R:3:forces:R:3
C 0.3863 -2.0360 1.0081 -2.333 1.720 -3.337
C 1.0282 -0.8921 0.2808 1.199 -0.253 -0.578
H 0.1625 -2.8274 0.2661 -0.172 -0.690 1.530
H 1.5096 -1.4301 -0.5694 0.518 0.738 0.519
H 1.6816 -0.2008 0.8295 -0.087 -0.320 -0.303
O -1.1757 -0.9640 0.2960 -0.091 -1.851 0.753
C -0.2648 -0.2622 -0.1911 1.058 2.299 1.818
Ni 0.2553 2.1168 -1.6479 1.172 2.263 -1.941
O -0.3961 0.9317 -0.6004 -1.263 -3.907 1.539
```
Forces are in eV/Å.

Frontier orbital gap (spin up / spin down): 0.3203 / 0.2523 Ha
⟨S²⟩: 2.02
Multiplicity: 3
E_HOMO (spin up / spin down): -14.6 / -13.9 eV
Energy: -1774.405882 hartree
Energy relative to the best compared isomer or geometry (same formula, charge and spin): 312.1 kJ/mol
Net charge: +1


Record 5
Computed, not measured: 9 unconnected molecules or ions with the total composition H16NO11 at a distorted geometry, with wB97M-V/def2-TZVPD.

```
28
Properties=species:S:1:pos:R:3:forces:R:3
N 5.8224 -21.1102 13.9389 1.593 5.856 -3.594
O 7.0830 -21.1726 13.8387 -0.093 -2.326 1.210
O 5.3557 -20.3206 14.7671 -0.272 -1.548 2.093
O 5.2025 -21.1831 12.8458 -0.931 -2.602 0.444
O 9.7809 -20.5530 14.0987 2.968 0.883 -0.088
H 9.8978 -19.8469 14.7485 -0.501 -0.317 -0.274
H 8.9185 -20.8843 14.1198 -2.444 -0.773 0.798
O 4.5625 -19.4613 10.6882 0.088 0.721 0.044
H 4.8677 -18.5925 11.0141 -0.211 -0.801 -0.060
H 4.7852 -20.0971 11.3853 0.141 0.339 -0.084
O 2.4410 -21.4024 12.2004 -1.422 -0.231 -0.197
H 3.3812 -21.5225 12.3044 0.484 0.507 0.060
H 2.2382 -20.5381 11.8112 0.713 -0.379 0.253
O 7.5316 -18.5489 13.5179 0.322 1.489 -0.275
H 7.3659 -19.4780 13.5846 -0.407 -1.294 0.301
H 8.1719 -18.5230 12.8068 0.204 0.312 -0.147
O 9.0254 -20.7195 11.4762 -0.275 0.761 -0.498
H 8.5725 -19.9110 11.1707 0.188 -0.708 0.017
H 9.3084 -20.5103 12.3799 0.313 -0.067 -0.062
O 6.7250 -22.4586 10.8289 -0.412 -0.813 -0.924
H 7.5305 -22.0614 11.1394 0.613 0.464 0.416
H 6.0645 -22.2818 11.4982 -0.014 0.248 0.351
O 6.6572 -18.3943 16.3735 -0.739 0.404 0.776
H 7.5920 -18.4219 16.2861 1.207 0.195 -0.147
H 6.3743 -19.1152 15.8157 -0.497 -0.478 -0.396
O 2.7661 -19.8318 15.1630 -1.796 -0.826 0.332
H 3.6980 -19.9237 15.0615 1.382 0.215 -0.256
H 2.5043 -20.7684 15.0670 -0.202 0.768 -0.092
```
Forces are in eV/Å.

Frontier orbital gap: 0.3567 Ha
Multiplicity: 1
E_HOMO: -7.3 eV
Energy: -891.948067 hartree
Energy relative to the best compared isomer or geometry (same formula, charge and spin): 140.4 kJ/mol
Net charge: -1


Record 6
Computed, not measured: 2 unconnected molecules or ions with the total composition C10H18N4O6 at a distorted geometry, with wB97M-V/def2-TZVPD.

```
38
Properties=species:S:1:pos:R:3:forces:R:3
C 0.5507 4.8810 -0.9782 -0.246 -0.288 0.142
N -0.7422 4.2897 -1.3248 0.981 0.764 -0.086
C -1.3118 3.2072 -0.7848 -1.132 -0.870 0.028
O -2.4106 2.8380 -1.1891 0.150 -0.212 0.354
C -0.5852 2.4009 0.3093 0.152 -0.123 0.199
C 0.3286 1.3540 -0.3541 0.194 -0.008 -0.077
C 1.2584 0.6080 0.6125 -0.423 -0.286 -0.004
C 1.9509 -0.5522 -0.0901 0.666 1.957 -0.985
N 1.7473 -1.7740 0.3580 -0.786 -1.585 0.986
O 2.6734 -0.3878 -1.0558 0.155 0.541 -0.420
N -1.5718 1.7538 1.1860 -0.175 0.441 -1.681
C -1.4439 1.5791 2.4988 0.608 0.086 1.549
C -2.6237 0.9632 3.2124 0.036 0.044 -0.103
O -0.4389 1.8873 3.1244 0.194 0.113 -0.207
H 1.3540 4.1560 -1.1223 0.048 0.118 0.026
H 0.5456 5.2141 0.0614 0.132 0.051 -0.050
H 0.7438 5.7433 -1.6189 -0.118 -0.175 0.070
H -1.2852 4.7351 -2.0495 -0.037 -0.179 0.079
H 0.0278 3.0820 0.9006 -0.059 -0.107 0.259
H -0.3008 0.6236 -0.8663 -0.097 0.099 -0.118
H 0.9471 1.8443 -1.1070 -0.012 -0.063 -0.136
H 2.0109 1.2906 1.0070 0.054 -0.100 0.051
H 0.6832 0.2094 1.4455 -0.052 0.181 0.211
H 2.3107 -2.4975 -0.0611 -0.058 -0.209 0.255
H 1.2631 -1.9193 1.2248 0.145 -0.300 0.111
H -2.4529 1.5115 0.7571 0.052 0.140 -0.219
H -2.3842 0.8637 4.2703 0.009 0.026 -0.167
H -2.8312 -0.0172 2.7892 -0.204 -0.078 0.004
H -3.4915 1.6093 3.0940 -0.172 -0.098 -0.003
N -0.0541 -4.2902 -1.0006 -0.433 -1.174 -2.002
C 0.8832 -5.2913 -0.8695 -0.257 3.496 2.576
O 1.5903 -5.1454 0.1227 0.464 -1.767 -1.100
C 1.0296 -6.3781 -1.9066 1.648 -2.491 -0.642
O 1.9237 -7.2104 -1.8195 -1.839 1.711 -0.148
O 0.1411 -6.3735 -2.9441 0.515 0.359 1.058
H -0.5356 -4.2189 -1.8937 -0.008 0.257 0.446
H 0.1073 -3.4537 -0.4467 -0.049 -0.374 -0.264
H 0.3929 -7.1358 -3.4916 -0.048 0.104 0.009
```
Forces are in eV/Å.

Frontier orbital gap: 0.3480 Ha
Multiplicity: 1
E_HOMO: -9.7 eV
Energy: -1062.400704 hartree
SMILES: CNC(=O)[C@H](CCC(N)=O)NC(C)=O.NC(=O)C(=O)O


Record 7
Computed, not measured: 2 unconnected molecules or ions with the total composition C4H8N2O2 at a distorted geometry, with wB97M-V/def2-TZVPD.

```
16
Properties=species:S:1:pos:R:3:forces:R:3
C -3.0056 -0.2530 0.1061 -0.162 3.976 -1.187
C 0.5809 0.9951 1.0940 -0.475 3.110 -0.634
C 0.7845 0.9325 -0.4520 0.287 0.921 0.770
C -0.3805 0.2421 0.2551 -0.721 -1.076 -0.511
N 1.8611 0.1156 -1.1082 -2.824 -1.221 2.331
N 0.0144 -1.2613 0.2958 0.235 -1.533 -0.426
O -3.2203 0.7952 -0.3197 -0.408 0.898 -0.613
O -3.0112 -1.2891 0.5495 0.474 -4.535 1.687
H 1.4340 0.5917 1.5734 0.631 -0.628 0.844
H 0.1727 2.0188 1.5661 1.115 -2.463 -1.025
H 0.5351 1.8117 -1.0064 -0.308 0.380 -0.305
H 1.2490 -0.3745 -1.7263 0.321 -0.685 -1.147
H 2.5896 0.4856 -1.6450 1.018 1.389 -0.378
H -0.1850 -1.7995 1.1782 0.471 1.263 -0.821
H 1.0426 -1.1252 0.0782 -0.578 -1.428 0.316
H -0.4614 -1.8858 -0.4389 0.926 1.632 1.097
```
Forces are in eV/Å.

Frontier orbital gap: 0.2733 Ha
Multiplicity: 1
E_HOMO: -7.0 eV
Energy: -417.073659 hartree
Energy relative to the best compared isomer or geometry (same formula, charge and spin): 478.6 kJ/mol


Look up the multiplicity of the first one.
1


What did the fourth record say?
Computed, not measured: a molecular structure, C3H3NiO2 at a distorted geometry, with wB97M-V/def2-TZVPD.

```
9
Properties=species:S:1:pos:R:3:forces:R:3
C 0.3863 -2.0360 1.0081 -2.333 1.720 -3.337
C 1.0282 -0.8921 0.2808 1.199 -0.253 -0.578
H 0.1625 -2.8274 0.2661 -0.172 -0.690 1.530
H 1.5096 -1.4301 -0.5694 0.518 0.738 0.519
H 1.6816 -0.2008 0.8295 -0.087 -0.320 -0.303
O -1.1757 -0.9640 0.2960 -0.091 -1.851 0.753
C -0.2648 -0.2622 -0.1911 1.058 2.299 1.818
Ni 0.2553 2.1168 -1.6479 1.172 2.263 -1.941
O -0.3961 0.9317 -0.6004 -1.263 -3.907 1.539
```
Forces are in eV/Å.

Frontier orbital gap (spin up / spin down): 0.3203 / 0.2523 Ha
⟨S²⟩: 2.02
Multiplicity: 3
E_HOMO (spin up / spin down): -14.6 / -13.9 eV
Energy: -1774.405882 hartree
Energy relative to the best compared isomer or geometry (same formula, charge and spin): 312.1 kJ/mol
Net charge: +1